Entry from the OMol25 dataset: a cluster of 2 separate species, CH3F3Si in total in a non-equilibrium geometry (ωB97M-V/def2-TZVPD).

Output
orbital gap (spin up / spin down)	7.98 / 9.44	eV
DFT total energy	-17110.1776	eV
energy above the lowest of the compared OMol25 structures with the same formula, charge and spin	1.446	eV
molar mass	100.11	Da
multiplicity	3

Geometry (Å):
Si 0.06090 -0.10347 -0.04170
F -1.76456 -1.38877 3.15255
F 0.18507 -2.15951 2.67380
F -1.54299 -2.67186 1.42804
C -0.92724 -1.63898 2.12469
H -0.29401 -0.95576 -1.07947
H -0.81202 0.97345 -0.09929
H 1.38115 0.11506 0.36946

Forces on the atoms, in the same order (eV/Å):
0.11 0.09 -0.19
0.54 0.85 -0.92
-0.27 1.09 -1.10
1.16 2.05 0.04
-2.03 -4.68 3.17
0.00 -1.35 -1.42
-1.03 1.71 0.20
1.51 0.24 0.23